DFT (ωB97M-V/def2-TZVPD) results for a cluster of 2 separate species, C28H43Cl7FN2O8S in total.

spin multiplicity	1
strongest force on any atom	7.5	eV Å⁻¹
ΔE to the lowest compared entry with this formula, charge and spin	6.046	eV
net charge	+1

The geometry in XYZ format:
```
90
C28H43Cl7FN2O8S | the Open Molecules 2025 dataset | ωB97M-V/def2-TZVPD
H -1.3042 1.1766 1.6370
C -0.9100 2.7236 6.4963
C -2.7070 -1.3269 -4.7203
H 1.8092 -3.5643 1.0655
H 5.1605 -0.4176 -3.0289
C -1.5364 -2.1417 0.5758
O 2.4868 0.3830 -2.0731
H 5.7704 2.4794 -4.2634
H 4.0666 0.6216 -4.0902
H -0.9835 -0.1044 -1.7971
C -0.6293 4.1744 4.1733
C 3.8595 -2.1041 2.4591
H -3.6742 -1.8166 -5.0680
H -0.5916 1.7841 7.0539
Cl -8.5813 0.1186 1.0338
Cl 4.1272 0.3746 1.2569
C 0.0837 -2.1656 0.3947
Cl -5.8117 0.1354 0.1710
H -0.2532 -2.9730 -4.5040
H 6.9415 1.5402 -3.1490
S -2.8620 0.4442 -4.2147
C -1.9338 3.7466 7.0296
H 0.6137 3.1124 0.2665
H -0.2721 -2.9904 3.0505
C -0.9094 1.3726 0.5813
C 0.0891 -2.8710 -2.3010
H 1.1451 1.0645 -0.0137
Cl -7.5512 -2.0651 -0.5742
H -0.5743 -3.7427 -1.9798
C -0.9550 3.7040 1.8603
C -0.2928 2.9796 5.0899
C 4.9088 0.6575 -3.3213
C -0.5253 -2.2357 -3.6572
C 0.2719 0.3478 0.1335
H 4.4151 -2.9084 1.8431
C -7.4718 -0.3139 -0.2824
H -1.9190 -1.3631 -5.5614
O 6.6727 0.7744 -5.1749
C 0.1099 -3.8994 2.4691
C 6.1680 1.4398 -3.9981
H 1.0913 -3.3515 -2.6226
Cl -3.9672 0.5711 -2.4643
C 3.0892 -1.1560 1.3727
C 3.1450 1.6847 -2.1450
C 1.0755 0.6589 -2.2832
O -1.5101 1.0979 -4.1107
H -1.7971 1.2178 -0.1292
N -0.0167 4.3264 2.8108
H -2.5601 -3.2872 -3.6392
H 2.8134 2.1479 -3.1518
H -1.8632 -2.1961 1.6761
H 0.9575 -4.4291 3.0442
H 0.8791 1.7683 -2.0110
H -2.0066 -1.1736 0.1527
C -1.6462 5.2247 4.7508
H 2.8827 2.3664 -1.2568
O -2.2056 3.7683 2.0376
H 4.5881 -1.4886 3.0907
C 0.6601 -3.5320 0.9901
C -0.4825 2.9196 0.5203
H -3.9338 -3.7926 0.5296
H 0.8872 0.5858 -3.4157
H 0.4646 2.2141 4.7195
H -0.3227 -0.7148 1.7000
O -3.5967 1.1462 -5.3459
O -2.1975 -3.2427 -0.1019
O 4.5773 1.4412 -2.1257
C 1.6412 -0.8246 2.0121
C -2.1235 -2.2403 -3.5054
H 6.6874 -0.1896 -4.9695
C 0.4060 -1.7912 -1.1590
H -1.0984 3.4053 -0.3266
H 1.5676 -1.7874 -1.1661
H 0.8925 3.8437 2.7687
H -3.0320 5.7379 6.5308
C 0.0915 -0.2301 -1.3919
H -2.3701 -1.8274 -2.4708
H -0.7515 -4.6447 2.3250
H -1.9145 6.1489 4.1312
Cl 1.7503 0.8966 2.7230
H -2.3985 3.5556 8.0507
N 0.4885 -0.8483 1.0492
H 3.0723 -1.6786 0.3632
C -2.2675 4.9788 6.1411
O -2.9836 -3.9231 0.7779
H -0.0700 -1.2327 -3.9459
Cl -7.9359 0.5547 -1.7596
F 0.3160 -4.6848 0.1693
H 1.3581 -1.4733 2.9132
H 3.1385 -2.6493 3.1571
```

In elementary charge units, the Löwdin charges are:
1. H 0.126
2. C -0.067
3. C -0.239
4. H 0.146
5. H 0.134
6. C -0.078
7. O -0.165
8. H 0.135
9. H 0.131
10. H 0.116
11. C -0.195
12. C -0.118
13. H 0.123
14. H 0.088
15. Cl 0.539
16. Cl 0.583
17. C -0.200
18. Cl 0.461
19. H 0.132
20. H 0.132
21. S 0.441
22. C -0.066
23. H 0.109
24. H 0.082
25. C -0.114
26. C -0.124
27. H 0.115
28. Cl 0.510
29. H 0.114
30. C -0.362
31. C -0.038
32. C -0.172
33. C -0.185
34. C -0.191
35. H 0.101
36. C -2.025
37. H 0.133
38. O -0.088
39. C -0.022
40. C -0.213
41. H 0.130
42. Cl 0.357
43. C -0.614
44. C -0.225
45. C -0.164
46. O -0.380
47. H 0.107
48. N 0.080
49. H 0.132
50. H 0.157
51. H 0.148
52. H 0.103
53. H 0.137
54. H 0.143
55. C 0.006
56. H 0.144
57. O 0.029
58. H 0.083
59. C -0.202
60. C -0.084
61. H 0.138
62. H 0.130
63. H 0.026
64. H 0.147
65. O -0.379
66. O -0.173
67. O -0.153
68. C -0.504
69. C -0.211
70. H 0.095
71. C -0.141
72. H 0.139
73. H 0.139
74. H 0.098
75. H 0.095
76. C -0.129
77. H 0.074
78. H 0.108
79. H 0.108
80. Cl 0.657
81. H 0.091
82. N -0.040
83. H 0.103
84. C -0.060
85. O -0.025
86. H 0.098
87. Cl 0.530
88. F -0.031
89. H 0.120
90. H 0.075